# 1
Computed, not measured: a gas-phase ion, C25H24NO6S2 (charge -1), with wB97M-V/def2-TZVPD.

Summary:
E_HOMO ... -4.24 eV
Structure (SMILES) ... CCOC(=O)[C@@H](CC(S(=O)(=O)c1ccccc1)=[S@](=O)([O-])c1ccccc1)/N=C/c1ccccc1
Net charge ... -1
Orbital gap ... 6.974 eV

Element x y z (Å)
S: -0.052 1.433 -1.015
S: -1.511 -1.119 -0.383
O: -1.937 -1.834 0.797
O: -0.821 -1.863 -1.426
O: 0.991 -1.483 3.843
O: -0.550 0.990 -2.303
O: 1.358 1.739 -0.892
O: 3.144 -1.416 3.161
N: 2.290 -1.778 0.573
C: 0.287 -1.261 6.094
C: -0.938 2.984 -0.680
C: 1.324 -1.397 1.493
C: -5.161 0.513 -2.556
C: 3.287 -2.119 -1.573
C: -2.938 -0.504 -1.220
C: -0.397 3.922 0.216
C: 0.334 -0.097 1.352
C: -2.965 4.317 -0.831
C: 3.137 -1.820 -2.944
C: -0.431 0.149 0.147
C: 4.525 -2.527 -1.027
C: 4.243 -1.950 -3.789
C: 2.133 -2.013 -0.683
C: 1.490 -1.251 5.194
C: -5.086 0.603 -1.153
C: -3.047 -0.664 -2.605
C: -2.183 3.240 -1.278
C: 5.623 -2.691 -1.882
C: -1.163 5.022 0.634
C: -3.983 0.060 -0.480
C: -2.466 5.190 0.145
C: 5.475 -2.392 -3.255
C: 1.961 -1.411 2.896
C: -4.155 -0.148 -3.283
H: 4.582 -2.751 0.045
H: 4.137 -1.703 -4.855
H: -3.963 4.472 -1.256
H: -2.266 -1.188 -3.156
H: 0.437 -2.125 1.410
H: -0.059 -2.281 6.264
H: -0.737 5.740 1.346
H: 2.152 -1.488 -3.299
H: 1.140 -2.127 -1.154
H: -3.076 6.023 0.497
H: 0.567 -0.847 7.063
H: 6.334 -2.507 -3.924
H: -2.551 2.579 -2.069
H: 0.616 3.776 0.604
H: -4.208 -0.264 -4.377
H: -0.561 -0.691 5.704
H: 1.989 -0.271 5.231
H: 6.577 -3.056 -1.476
H: -0.386 -0.377 2.163
H: -3.921 0.068 0.612
H: -5.895 1.089 -0.579
H: 2.185 -2.066 5.450
H: 1.109 0.637 1.558
H: -6.020 0.937 -3.088

natural (NBO) atomic charge list, values in e, 6 entries: atom 1 (S): 2.165, atom 2 (S): 2.195, atom 3 (O): -0.976, atom 4 (O): -0.988, atom 5 (O): -0.525, atom 6 (O): -0.985

***

# 2
Computed, not measured: a molecular structure, C42H53As2NO5P2RuS, with wB97M-V/def2-TZVPD.

Summary:
E_HOMO (alpha / beta) ... -14.96 / -15.98 eV
Spin multiplicity ... 6
Net charge ... +3
⟨S²⟩ ... 8.76
Orbital gap (alpha / beta) ... 8.808 / 7.165 eV

Element x y z (Å)
Ru: 0.233 0.028 0.639
As: 2.949 0.283 0.459
As: 0.657 2.648 1.146
S: 1.923 0.049 3.838
P: 0.586 -3.483 -0.009
P: -2.161 -2.166 0.010
O: 0.575 0.793 -1.459
O: 0.755 0.012 2.828
O: -1.414 1.832 -1.288
O: 1.048 -2.042 0.154
O: -1.434 -0.878 -0.368
N: -1.692 2.363 -3.781
C: -2.634 -1.145 3.885
C: 1.752 -6.069 -2.924
C: -2.424 -1.103 2.514
C: 5.187 3.330 2.306
C: 3.997 -1.097 1.335
C: 2.893 4.041 2.356
C: -1.142 -3.539 -0.580
C: -0.456 1.378 -1.923
C: -2.768 -3.551 3.789
C: 4.226 4.269 2.661
C: 0.547 4.052 -0.186
C: 1.532 -4.338 -1.261
C: 2.503 2.867 1.712
C: -2.550 -3.514 2.423
C: 0.525 -5.912 3.849
C: -2.807 -2.368 4.519
C: -3.793 -2.230 -2.193
C: 2.860 -3.973 -1.472
C: 1.609 -1.320 4.935
C: 0.545 -4.525 3.909
C: 3.628 -4.653 -2.403
C: 0.608 -5.813 1.452
C: -0.495 1.506 -3.441
C: -3.737 -2.309 -0.799
C: -6.115 -2.673 -0.730
C: 1.576 1.369 4.983
C: 0.555 -6.557 2.619
C: 3.742 0.399 -1.300
C: -5.002 -2.370 -2.847
C: -2.467 1.697 -4.907
C: -1.523 0.613 -5.412
C: -4.902 -2.534 -0.069
C: 0.625 -4.419 1.511
C: -6.165 -2.593 -2.113
C: 4.809 2.166 1.657
C: -0.470 3.376 2.550
C: 3.470 1.922 1.360
C: 0.979 -5.387 -1.998
C: -2.372 -2.288 1.780
C: 0.594 -3.775 2.743
C: 3.076 -5.703 -3.124
C: -0.772 0.187 -4.156
H: -3.377 1.292 -4.470
H: -1.609 -4.504 -0.363
H: 4.175 -1.893 0.620
H: -1.442 3.586 2.107
H: 1.232 3.824 -1.000
H: 0.399 1.992 -3.827
H: 3.288 -3.151 -0.917
H: 3.371 -0.422 -1.909
H: 0.852 4.988 0.279
H: -2.693 -0.224 4.450
H: -1.132 -3.422 -1.668
H: 0.490 -6.492 4.762
H: -0.599 2.656 3.349
H: 0.549 -7.638 2.569
H: -1.417 3.310 -4.020
H: 1.323 -6.887 -3.489
H: -7.019 -2.846 -0.163
H: -2.349 -0.146 2.011
H: 4.826 0.338 -1.210
H: -2.071 -0.202 -5.882
H: 0.658 -6.329 0.498
H: -2.993 -2.402 5.585
H: -0.473 4.131 -0.551
H: -2.733 2.451 -5.641
H: -2.519 -4.444 1.866
H: -7.111 -2.710 -2.626
H: 2.162 4.798 2.618
H: 1.714 2.311 4.463
H: 0.554 -1.325 5.211
H: 0.506 -4.037 4.875
H: 2.244 -1.204 5.815
H: 6.231 3.511 2.530
H: 3.462 -1.515 2.186
H: -2.889 -2.073 -2.771
H: 0.151 -0.354 -4.354
H: -0.837 1.021 -6.156
H: -2.223 2.414 -2.901
H: 4.952 -0.694 1.665
H: 3.461 1.345 -1.753
H: 1.885 -2.233 4.413
H: -2.916 -4.500 4.287
H: 0.577 -2.691 2.781
H: 4.518 5.182 3.163
H: 2.318 1.296 5.781
H: -5.048 -2.321 -3.927
H: 5.576 1.451 1.380
H: -1.402 -0.434 -3.515
H: -4.873 -2.595 1.012
H: 3.680 -6.237 -3.847
H: 4.659 -4.367 -2.566
H: -0.054 -5.686 -1.857
H: -0.060 4.305 2.938
H: 0.568 1.270 5.385

Mulliken atomic charge list, values in e, 6 entries: atom 1 (Ru): 1.738, atom 2 (As): 1.770, atom 3 (As): 1.171, atom 4 (S): 0.637, atom 5 (P): 1.009, atom 6 (P): 0.446

***

For each record above, in turn, the calculated calculated total energy values are -61758.952, -209793.006 eV.